{
  "formula": "C36H72CuNO21S7",
  "method": "ωB97M-V with the def2-TZVPD basis set",
  "e_tot_ev": -203468.0298,
  "lumo_ev": 0.2,
  "homo_ha": -0.335,
  "gap_ev": 9.26,
  "max_force_ev_per_a": 3.72,
  "spin_multiplicity": 1,
  "elements": ["Cu", "N", "O", "O", "O", "C", "C", "C", "S", "O", "O", "C", "H", "H", "H", "H", "H", "H", "H", "H", "C", "C", "C", "S", "O", "O", "C", "H", "H", "H", "H", "H", "H", "H", "H", "C", "C", "C", "S", "O", "O", "C", "H", "H", "H", "H", "H", "H", "H", "H", "C", "C", "C", "S", "O", "O", "C", "H", "H", "H", "H", "H", "H", "H", "H", "C", "C", "C", "S", "O", "O", "C", "H", "H", "H", "H", "H", "H", "H", "H", "C", "C", "C", "S", "O", "O", "C", "H", "H", "H", "H", "H", "H", "H", "H", "C", "C", "C", "S", "O", "O", "C", "H", "H", "H", "H", "H", "H", "H", "H", "O", "C", "O", "C", "C", "C", "H", "H", "H", "H", "H", "H", "H", "H", "O", "C", "O", "C", "C", "C", "H", "H", "H", "H", "H", "H", "H", "H"],
  "xyz": [[-12.769484, 5.642511, -19.078370], [-13.480900, 7.484516, -16.761744], [-12.518005, 6.959639, -16.102094], [-14.096154, 8.412844, -16.338833], [-13.770143, 6.975691, -17.894875], [-17.974041, 8.869563, -20.096302], [-19.500812, 8.838473, -20.223312], [-20.017459, 7.575174, -19.600226], [-18.657619, 6.853052, -18.729252], [-18.036302, 5.933703, -19.678227], [-19.080991, 6.418477, -17.406539], [-17.542807, 8.344790, -18.769407], [-17.573421, 9.879502, -20.165413], [-17.401353, 8.347310, -20.833854], [-19.853964, 9.022482, -21.255161], [-19.882518, 9.697204, -19.636913], [-20.244750, 6.851264, -20.376974], [-20.861971, 7.643604, -18.922818], [-16.532140, 7.974589, -18.712921], [-17.766437, 9.038412, -17.941148], [-14.686404, 3.465889, -22.284037], [-13.470751, 4.127751, -22.823299], [-13.820843, 5.558540, -23.155765], [-14.870394, 6.125417, -21.822722], [-15.857648, 6.987526, -22.389234], [-13.958742, 6.602417, -20.759394], [-15.497149, 4.454500, -21.376221], [-14.564828, 2.527854, -21.783190], [-15.438622, 3.224319, -23.040578], [-13.152628, 3.546320, -23.682385], [-12.651178, 4.127449, -22.067666], [-14.384382, 5.690587, -24.081505], [-13.076125, 6.318630, -23.172577], [-16.575284, 4.401981, -21.527780], [-15.343372, 4.389395, -20.312259], [-10.045783, 7.489287, -20.733689], [-9.458463, 6.524464, -21.783052], [-8.320577, 5.865986, -21.016475], [-7.594764, 7.196859, -20.010937], [-6.356218, 7.605378, -20.648372], [-7.628612, 6.733620, -18.652115], [-8.932621, 8.395161, -20.233628], [-10.385849, 6.926549, -19.904131], [-10.857687, 8.149243, -21.126392], [-9.052887, 7.015042, -22.666456], [-10.226828, 5.762867, -22.045349], [-7.565835, 5.405605, -21.663703], [-8.661524, 5.176121, -20.278779], [-8.470926, 9.072871, -20.971019], [-9.088141, 8.906332, -19.282099], [-14.363013, 9.769878, -20.264826], [-13.551836, 9.526217, -21.528570], [-13.285351, 10.874592, -22.114558], [-12.755654, 11.874243, -20.638638], [-13.497447, 13.100772, -20.763833], [-11.335858, 11.828661, -20.383556], [-13.559991, 10.736712, -19.419068], [-14.570227, 8.840257, -19.748619], [-15.329937, 10.225068, -20.473527], [-14.158317, 8.977854, -22.231139], [-12.698012, 9.019667, -21.172883], [-14.067755, 11.323793, -22.722765], [-12.301499, 10.920969, -22.679315], [-14.225185, 11.232557, -18.711195], [-12.674092, 10.278194, -18.878145], [-17.796682, 6.394767, -14.508270], [-16.565132, 7.199491, -14.576321], [-15.411705, 6.358671, -14.048629], [-15.767768, 4.772242, -14.758995], [-15.627080, 3.740352, -13.760512], [-15.038343, 4.641056, -15.991811], [-17.499986, 4.974901, -15.088997], [-18.675939, 6.763761, -14.987934], [-18.010470, 6.339076, -13.462424], [-16.614670, 8.090381, -13.958854], [-16.360317, 7.487906, -15.636585], [-15.528681, 6.234301, -13.001663], [-14.387794, 6.699905, -14.342882], [-17.980265, 4.151120, -14.605211], [-17.732845, 4.923598, -16.145788], [-14.842208, 1.188310, -16.096585], [-16.322320, 1.456305, -16.420392], [-16.348297, 2.294024, -17.704313], [-14.993968, 1.581228, -18.711167], [-14.089305, 2.686029, -19.044978], [-15.529153, 0.684392, -19.724824], [-14.240008, 0.541276, -17.380737], [-14.831683, 0.579321, -15.187232], [-14.358789, 2.141885, -15.826850], [-16.796897, 1.966199, -15.595505], [-16.755672, 0.474681, -16.580705], [-15.903390, 3.301405, -17.553045], [-17.286228, 2.295784, -18.299294], [-13.113873, 0.621860, -17.510429], [-14.576207, -0.452648, -17.579735], [-11.119508, 3.204567, -15.442861], [-9.844613, 4.148829, -15.439771], [-9.868718, 4.949909, -16.808356], [-10.731004, 3.836049, -17.859102], [-10.010205, 2.632900, -18.092524], [-11.237825, 4.432023, -19.103238], [-11.989519, 3.586611, -16.659707], [-11.773584, 3.189853, -14.502812], [-10.827833, 2.174056, -15.625713], [-8.918949, 3.542596, -15.369239], [-9.886597, 4.936657, -14.641363], [-8.831893, 4.959801, -17.168935], [-10.352165, 5.924970, -16.845285], [-12.504826, 2.678687, -17.029414], [-12.675780, 4.421487, -16.486860], [-8.903340, 2.543093, -21.317365], [-9.636920, 1.683337, -20.940353], [-9.293718, 0.597102, -20.359468], [-7.827252, 0.350703, -20.312237], [-7.701283, -0.918192, -19.538133], [-11.170446, 1.745193, -21.063552], [-7.294887, 1.189258, -19.806414], [-7.382032, 0.439238, -21.305953], [-8.495288, -0.976148, -18.786426], [-6.778831, -0.995583, -18.954514], [-7.810426, -1.807344, -20.202346], [-11.386705, 2.077035, -22.071753], [-11.575320, 2.387402, -20.314082], [-11.567407, 0.751368, -20.714428], [-19.426426, 0.260302, -21.191555], [-18.662550, 0.830963, -21.903562], [-18.437510, 2.166150, -21.860664], [-19.011484, 2.893671, -20.772988], [-20.489643, 3.123889, -21.000846], [-17.829231, 0.297779, -22.992012], [-18.456415, 3.853631, -20.667688], [-18.947582, 2.337589, -19.838047], [-20.908426, 3.525475, -20.072642], [-21.006427, 2.208770, -21.262234], [-20.619041, 3.918748, -21.741321], [-17.210629, 1.136567, -23.303832], [-18.404073, -0.153237, -23.818693], [-17.068831, -0.395186, -22.624089]],
  "atomic_forces_ev_per_a": [[-0.409, 0.587, 0.358], [2.740, -2.503, 0.288], [-1.122, 0.513, -0.811], [-1.193, 1.418, 0.438], [-0.369, 0.207, -0.548], [0.931, 1.297, -0.443], [-0.084, 1.730, 0.064], [-0.514, -0.776, -0.420], [1.059, 0.258, 0.272], [-0.159, -0.023, 0.813], [0.430, 0.038, -0.722], [-1.534, -0.988, 1.145], [-0.358, 0.320, -0.143], [-0.212, -0.669, -0.843], [0.277, -0.380, 0.489], [0.148, -0.315, -0.238], [-0.134, -0.264, 0.050], [-0.026, 0.279, 0.027], [0.369, -0.109, 0.044], [-0.013, -0.476, -0.160], [-2.835, 0.549, 0.822], [1.538, 0.081, 0.328], [-0.898, 0.248, -0.270], [1.118, -1.897, 0.189], [-0.727, 0.922, 0.333], [-0.920, -0.424, -0.520], [0.318, 0.583, -0.112], [0.606, -0.408, 0.548], [0.451, 0.086, -0.574], [0.413, 0.231, -0.218], [-0.473, -0.125, -0.458], [-0.211, -0.284, 0.103], [1.200, 0.211, -0.044], [0.156, 0.220, -0.264], [0.379, -0.268, 0.407], [-0.358, 1.979, -1.684], [-0.615, -0.600, 0.874], [0.581, 0.559, -0.572], [0.370, -0.757, -1.260], [-0.540, 0.278, 0.603], [0.287, 0.002, 0.889], [1.536, -0.173, -0.294], [-0.704, -0.663, 0.837], [0.421, -0.785, 0.282], [-0.305, 0.160, -0.067], [0.578, 0.502, -0.123], [-0.054, 0.185, 0.370], [-0.397, -0.733, 0.297], [-0.757, -0.016, 0.093], [-0.111, -0.110, -0.167], [-0.189, 0.034, 0.266], [-2.040, 0.585, -0.123], [3.666, 0.647, -0.081], [-2.157, -0.971, 0.018], [0.385, 0.689, 0.380], [-0.231, 0.116, -0.477], [1.182, -0.199, 0.554], [0.162, -0.181, 0.230], [-0.086, 0.120, -0.280], [0.177, -0.694, -0.202], [1.200, -0.724, -0.294], [-0.103, 0.148, 0.526], [-1.240, -0.255, 0.135], [0.467, 0.423, -0.064], [-1.194, 0.320, -0.556], [-0.755, -1.864, 0.306], [1.444, 1.471, -1.653], [0.277, 0.229, -1.206], [0.304, -0.433, 0.307], [0.186, -0.303, 0.147], [0.404, -0.104, -0.671], [0.086, 1.174, 0.213], [-0.327, 0.637, -0.446], [-0.532, -0.536, 0.856], [-0.185, 0.323, -0.206], [0.045, 0.033, 0.788], [0.183, -0.127, 1.097], [-0.872, -0.350, 0.247], [-0.435, -0.308, 0.513], [0.308, 0.172, -0.224], [-0.027, 0.123, 0.043], [0.679, 0.178, -0.577], [0.763, 0.105, -0.529], [-0.307, -0.340, 0.612], [-0.400, -0.892, -0.169], [0.484, 0.689, 0.012], [0.993, 1.957, 0.119], [0.427, -0.250, -0.359], [-0.007, -0.359, -0.314], [-0.255, 0.056, 0.198], [-0.584, -0.021, -0.049], [-0.845, -0.411, 0.197], [0.699, -0.005, 0.422], [-1.387, -0.147, 0.253], [-0.223, -0.675, 0.021], [-0.805, 0.288, 0.874], [-0.982, 0.909, -0.017], [1.859, -1.219, 0.176], [-1.006, 1.254, 0.255], [0.711, -0.958, 0.210], [-0.127, 0.556, -0.204], [-0.329, -1.732, 0.178], [1.151, 0.348, -1.190], [0.304, -0.058, 0.250], [-0.594, 0.555, 0.030], [0.104, -1.016, -0.526], [-0.281, 0.610, -0.177], [-0.072, -0.092, 0.289], [-0.172, 0.720, 0.238], [0.277, 0.062, -0.355], [1.158, 1.063, -0.697], [-3.100, 1.408, -0.301], [2.557, -2.201, 0.613], [-0.095, 1.570, 0.845], [0.050, -1.418, -0.093], [0.861, -1.623, 0.729], [-0.887, -0.363, 0.091], [-0.470, -0.704, -0.166], [0.003, 0.131, -0.226], [0.091, 0.048, -0.456], [0.161, 0.524, 0.572], [-0.478, -0.222, -0.034], [-0.092, 1.010, 0.200], [0.159, 0.752, -1.171], [-0.452, -0.515, 0.656], [0.053, 0.823, -0.251], [0.313, 0.435, 0.583], [-0.468, 0.331, 0.362], [0.121, 1.128, 0.179], [1.199, -0.388, -0.840], [-0.392, -0.824, -0.173], [0.496, -0.264, -0.077], [-0.098, -0.152, -0.022], [-0.059, -0.009, -0.096], [-0.214, -0.333, -0.221], [-0.236, -0.050, -0.680], [0.265, 0.227, 0.472], [-0.498, -0.397, 0.187]]
}